This record from the Open Molecules 2025 dataset describes a structure of composition C15H30F5NO2P2ReTe at a distorted geometry. The level of theory is ωB97M-V with the def2-TZVPD basis set.

Computed properties:
⟨S²⟩   3.789
Energy above the lowest of the compared OMol25 structures with the same formula, charge and spin   0.000 eV
Kohn-Sham gap (alpha / beta)   6.6 / 6.4 eV
Calculated total energy   -63214.140 eV
Strongest force on any atom   4.11 eV Å⁻¹

```
! wB97M-V def2-TZVPD RIJCOSX def2/J DEFGRID3
* xyz 0 4
Re 0.0338 0.4226 0.2648
P 2.3757 -0.0842 -0.0436
P -2.4006 0.0123 0.2163
N -0.1493 0.8238 -1.4555
H 1.2594 1.5494 0.3026
C 2.8018 -1.6563 -0.8776
H 3.8985 -1.7537 -0.8065
H 2.5186 -1.6219 -1.9401
H 2.3279 -2.5148 -0.3800
C 3.4127 -0.3005 1.4187
H 4.4244 -0.5527 1.0541
H 3.0040 -1.1231 2.0199
H 3.4056 0.6156 2.0222
C 3.3348 1.0505 -1.1249
H 4.3952 0.7864 -1.0312
H 3.1848 2.0767 -0.7685
H 3.0040 0.9499 -2.1643
C -3.2417 -1.3370 -0.6437
H -4.3261 -1.1863 -0.5328
H -2.9555 -2.3006 -0.2079
H -2.9872 -1.3257 -1.7112
C -3.0731 0.0186 1.8774
H -4.1345 0.2800 1.7892
H -2.5576 0.7450 2.5122
H -2.9573 -0.9750 2.3195
C -3.1389 1.4645 -0.5887
H -4.2112 1.4398 -0.3695
H -2.9837 1.4261 -1.6718
H -2.6979 2.3851 -0.1964
C -0.1045 1.5185 -2.6292
C -0.0555 1.6699 -5.0752
C -0.0706 0.8954 -3.9237
C -0.0985 2.9405 -2.5854
C -0.0701 3.6944 -3.7536
C -0.0521 3.0700 -5.0044
H -0.0614 1.1878 -6.0520
H -0.0936 -0.2001 -3.9670
H -0.1515 3.4201 -1.6011
H -0.0799 4.7826 -3.6809
H -0.0300 3.6638 -5.9163
C -0.3254 -3.0615 1.4837
O -0.1316 -2.0168 0.7919
C 0.2763 -4.3917 1.1248
H 0.8449 -4.7562 1.9987
H 0.9773 -4.3423 0.2855
H -0.5065 -5.1439 0.8997
C -1.0330 -3.0442 2.8056
H -2.1035 -3.2312 2.6517
H -0.8703 -2.1069 3.3402
H -0.6564 -3.8505 3.4485
F -1.3212 0.8212 4.2947
Te 0.4559 1.5879 3.8322
F 2.4147 1.9517 3.5987
F 1.0048 0.7636 5.4318
F 0.1130 3.2014 4.9177
F 0.7673 -0.2066 2.9311
O -0.6051 1.8685 1.0696
*
```

Results of the natural (NBO) charge analysis, in e, for atoms 1 through 5: number 1, Re, carries 0.81; number 2, P, carries 1.11; number 3, P, carries 1.12; number 4, N, carries -0.52; number 5, H, carries 0.10



This record from the Open Molecules 2025 dataset describes a structure of composition C29H26CoN4O6PS at a distorted geometry. The level of theory is ωB97M-V with the def2-TZVPD basis set.

Computed properties:
⟨S²⟩   6.015
Energy above the lowest of the compared OMol25 structures with the same formula, charge and spin   0.726 eV
Kohn-Sham gap (alpha / beta)   8.6 / 7.1 eV
Calculated total energy   -106491.950 eV
Strongest force on any atom   3.58 eV Å⁻¹

```
! wB97M-V def2-TZVPD RIJCOSX def2/J DEFGRID3
* xyz 0 5
Co 9.7239 13.6543 10.3271
N 9.6314 13.3213 12.3934
C 10.7003 14.0244 13.1181
C 11.8190 14.3935 12.1551
O 12.9445 14.7514 12.6172
N 11.5190 14.2044 10.8816
C 12.3088 14.9887 9.9153
C 11.4185 15.2959 8.6992
O 11.8405 16.0739 7.8253
O 10.2511 14.7572 8.7619
H 8.7243 13.5802 12.7227
H 9.6190 12.3082 12.5311
H 11.1554 13.4063 13.9331
H 10.3345 14.9567 13.5510
H 13.1987 14.4426 9.6395
H 12.6275 15.8761 10.4688
O 7.8049 12.2507 10.9742
S 7.7115 11.6744 9.5905
O 6.3467 11.4551 9.1602
O 8.5057 12.5318 8.6643
C 8.6106 10.1323 9.8087
C 7.8764 8.9571 9.8495
C 8.5022 7.7605 10.2035
C 9.8641 7.8057 10.5495
C 10.5751 8.9876 10.4858
C 10.0008 10.1592 10.0700
P 11.0288 11.6130 9.9061
C 11.7433 11.4069 8.2272
C 11.3056 12.1796 7.1125
C 11.8571 11.9492 5.8548
C 12.8230 10.9766 5.6798
C 13.2123 10.1816 6.7486
C 12.6233 10.3573 7.9813
C 12.4395 11.3621 11.0498
C 13.7961 11.5177 10.6349
C 14.8519 11.1522 11.4716
C 14.6112 10.8547 12.8012
C 13.3233 10.9447 13.3094
C 12.2390 11.0612 12.4276
H 6.8118 9.0240 9.5850
H 7.9657 6.7954 10.1540
H 10.3507 6.9083 10.9079
H 11.6255 8.9012 10.6878
H 10.5491 12.9589 7.2697
H 11.5641 12.5176 4.9862
H 13.3450 10.9406 4.7400
H 13.9304 9.3769 6.6444
H 12.8017 9.5986 8.7216
H 14.0242 11.7873 9.6119
H 15.8758 11.1846 11.0817
H 15.4767 10.5700 13.4466
H 13.0922 10.8640 14.3960
H 11.2284 10.9047 12.8311
N 6.1588 15.6814 9.7809
C 6.9334 14.6167 9.9132
N 8.1390 14.9785 10.3846
C 8.1462 16.3515 10.5646
C 9.1245 17.2705 11.0453
C 8.6874 18.5730 11.2190
C 7.3572 18.9885 10.9629
C 6.4109 18.1191 10.4572
C 6.8248 16.8115 10.2222
H 5.2314 15.6995 9.3452
H 6.6573 13.6111 9.6323
H 10.1405 16.9297 11.2913
H 9.3627 19.3148 11.6502
H 7.0912 20.0278 11.1684
H 5.3973 18.4809 10.2147
*
```

Results of the natural (NBO) charge analysis, in e, for atoms 1 through 5: number 1, Co, carries 1.60; number 2, N, carries -0.85; number 3, C, carries -0.32; number 4, C, carries 0.63; number 5, O, carries -0.65